Molecular formula: C62H73N3O5PtS3Si
Method: DFT, ωB97M-V/def2-TZVPD

XYZ file:
```
148
C62H73N3O5PtS3Si, DFT ωB97M-V/def2-TZVPD
Pt -0.36214 0.76450 1.31360
C -3.02230 -1.24010 1.31202
N -2.58831 -0.00947 1.98019
C -2.49605 -0.22051 3.43817
C -3.37059 1.14823 1.64719
C -4.68278 1.06576 1.23313
C -5.36457 2.20427 0.81031
C -4.71351 3.43039 0.76805
C -3.40861 3.53582 1.21006
C -2.73174 2.40998 1.70891
N -1.40849 2.39953 2.12233
C -0.68684 3.50173 2.48344
C -1.26636 4.70801 2.93779
C -0.49703 5.83682 3.10658
C 0.86877 5.79152 2.83534
C 1.47468 4.58404 2.49585
C 0.73132 3.42945 2.37801
N 1.35758 2.14562 2.20079
C 1.60204 1.52911 3.52623
C 2.57733 2.13887 1.38074
H -3.96983 -1.61425 1.71479
H -3.12905 -1.06060 0.24192
H -2.26232 -1.99743 1.48165
H -3.48540 -0.43219 3.85682
H -1.83689 -1.06667 3.63010
H -2.09050 0.66440 3.92291
H -5.18884 0.11066 1.21635
H -6.39194 2.11942 0.48077
H -5.21517 4.30623 0.37509
H -2.88344 4.47504 1.09984
H -2.32064 4.73021 3.17801
H -0.95499 6.75243 3.45991
H 1.47563 6.68175 2.94514
H 2.54928 4.54607 2.36867
H 2.32327 2.12368 4.09683
H 0.67155 1.46976 4.08585
H 2.00216 0.52678 3.38537
H 3.42574 2.59939 1.89452
H 2.83678 1.10207 1.16330
H 2.38118 2.66285 0.44631
C 5.89125 -2.32681 -4.09381
C 4.66713 -1.76968 -3.42041
C 3.49078 -2.51587 -3.33035
C 2.36253 -2.00351 -2.71293
C 2.41426 -0.72363 -2.16467
C 3.57947 0.03772 -2.23451
C 4.68948 -0.48657 -2.87038
S 1.03600 -0.02673 -1.33869
O 0.56560 -1.74832 0.17790
C -0.31954 -0.42000 -2.43542
C -1.21910 -1.47598 -2.15300
C -2.23657 -1.72508 -3.02618
C -2.41642 -0.93838 -4.19122
C -3.48141 -1.18845 -5.09355
C -3.67815 -0.38267 -6.17554
C -2.81801 0.71561 -6.41352
C -1.77178 0.97176 -5.57647
C -1.53735 0.14500 -4.44492
C -0.47013 0.39630 -3.53609
C 0.41315 1.59449 -3.70728
C 1.46824 1.57461 -4.66416
C 1.71904 0.43615 -5.47262
C 2.74153 0.44299 -6.37609
C 3.56826 1.58239 -6.51536
C 3.35829 2.68479 -5.73946
C 2.30775 2.70825 -4.79039
C 2.08339 3.84012 -3.96467
C 1.07879 3.85065 -3.04752
C 0.23756 2.72133 -2.92517
S -1.01121 2.66665 -1.63863
O -0.21073 2.64767 -0.34318
C -1.73164 4.28654 -1.72794
C -1.26413 5.30706 -0.91249
C -1.93706 6.51987 -0.90271
C -3.07846 6.72036 -1.68237
C -3.83665 8.02009 -1.61813
C -3.52564 5.67533 -2.48960
C -2.86783 4.45476 -2.50727
H 5.72083 -3.33787 -4.45880
H 6.73529 -2.34895 -3.40311
H 6.18353 -1.70144 -4.93982
H 3.45794 -3.51484 -3.75123
H 1.44979 -2.58672 -2.65244
H 3.60141 1.04088 -1.81928
H 5.59154 0.11056 -2.94854
H -1.06997 -2.07786 -1.27023
H -2.92959 -2.53965 -2.83733
H -4.13525 -2.03357 -4.90806
H -4.49645 -0.57728 -6.85705
H -2.99225 1.35280 -7.27179
H -1.10851 1.80673 -5.77261
H 1.08864 -0.44014 -5.36775
H 2.92072 -0.42620 -6.99764
H 4.36822 1.57628 -7.24469
H 3.99068 3.55998 -5.84130
H 2.72633 4.70631 -4.07902
H 0.91197 4.72234 -2.42750
H -0.40540 5.14140 -0.26968
H -1.57262 7.32679 -0.27565
H -3.19007 8.84154 -1.31252
H -4.64735 7.95020 -0.88997
H -4.28249 8.26908 -2.58089
H -4.40606 5.81597 -3.10704
H -3.23417 3.63941 -3.12467
C 2.04278 -3.07755 6.15042
C 0.62606 -3.04501 5.60601
C -0.00322 -4.43057 5.63316
C -0.22422 -2.04273 6.36517
O 0.70209 -2.55266 4.23044
Si 0.47145 -3.20686 2.77526
S 0.78783 -1.26605 1.69144
O -1.01387 -3.77608 2.56269
C -1.58691 -4.93587 1.88224
C -0.87950 -6.20378 2.33690
C -3.04490 -4.97350 2.29862
C -1.43694 -4.73890 0.38112
O 1.53009 -4.17569 2.08600
C 2.94612 -4.39430 1.83215
C 3.45483 -5.35429 2.89193
C 3.01899 -5.01224 0.44856
C 3.70307 -3.07691 1.87538
H 2.03778 -3.40531 7.19181
H 2.49522 -2.08505 6.09863
H 2.65766 -3.77364 5.57736
H -0.07623 -4.78337 6.66338
H 0.60928 -5.14677 5.07099
H -1.00631 -4.40952 5.20067
H -0.20043 -2.26458 7.43410
H -1.26400 -2.08331 6.02817
H 0.15968 -1.03119 6.21164
H -0.93465 -6.30149 3.42429
H 0.16786 -6.20155 2.03359
H -1.36884 -7.07189 1.89199
H -3.12780 -5.12109 3.37721
H -3.55383 -5.79949 1.79797
H -3.55010 -4.04302 2.03435
H -0.38242 -4.60172 0.12097
H -1.99881 -3.86214 0.04776
H -1.81619 -5.61442 -0.15098
H 2.86465 -6.27307 2.88973
H 3.39367 -4.90023 3.88294
H 4.49793 -5.61029 2.69590
H 2.42896 -5.93021 0.40896
H 4.05434 -5.25514 0.20092
H 2.63404 -4.31076 -0.29664
H 3.60601 -2.60332 2.85824
H 3.32958 -2.39337 1.10818
H 4.76285 -3.25877 1.68492
```

Computed properties:
<S²>: 6.065
Charge: +2
Energy, eV: -123806.53586
Highest occupied orbital energy (alpha / beta), eV: -12.09 / -12.48
Frontier orbital gap (alpha / beta), eV: 8.0 / 5.7
Spin multiplicity: 5

Atom charges from the Löwdin analysis, given in e for atoms 1 to 5:
1. Pt 0.9317
2. C -0.0722
3. N -0.2678
4. C -0.0457
5. C -0.1958